A 2-piece molecular cluster, C4H13N2P overall in a non-equilibrium geometry. Source: the Open Molecules 2025 dataset; level of theory: ωB97M-V with the def2-TZVPD basis set.

Last columns: bonded neighbours and bond lengths (Å).
Geometry (Å):
1 C 3.01190 -0.80382 -0.09089  P2 1.864, H5 1.094, H6 1.097, H7 1.176
2 P 1.21929 -0.34182 0.12624  C1 1.864, C3 1.879, N4 1.736
3 C 1.44041 1.36293 0.88412  P2 1.879, H8 1.086, H9 1.165, H10 1.137
4 N 0.54288 0.15632 -1.39303  P2 1.736, H11 1.042, H12 0.991
5 H 3.27115 -1.46491 -0.92372  C1 1.094
6 H 3.65429 0.08503 -0.08924  C1 1.097
7 H 3.25736 -1.47607 0.84255  C1 1.176
8 H 0.53064 1.77594 1.31013  C3 1.086
9 H 2.35359 1.17214 1.58151  C3 1.165
10 H 1.88384 2.09100 0.13119  C3 1.137
11 H 1.22541 0.67619 -1.98452  N4 1.042
12 H 0.63231 -0.65289 -1.95817  N4 0.991
13 C -3.08218 0.14683 -1.01904  N14 1.275, H16 1.106, H17 1.085
14 N -3.55205 0.01182 0.15830  C13 1.275, C15 1.361
15 C -2.84678 -0.55974 1.17286  N14 1.361, H18 1.110, H19 1.155, H20 1.115
16 H -2.16990 -0.44945 -1.20765  C13 1.106
17 H -3.56040 0.51000 -1.92308  C13 1.085
18 H -1.90938 0.00173 1.36986  C15 1.110
19 H -3.37730 -0.67422 2.19267  C15 1.155
20 H -2.52509 -1.56704 0.81992  C15 1.115

Results
orbital gap = 9.538 eV
spin multiplicity = 1
energy relative to the best compared isomer or geometry (same formula, charge and spin) = 32.5 kcal/mol
SMILES string = CP(C)N.C=NC
F_max = 5.2 eV Å⁻¹
DFT total energy = -610.98916 Ha
highest occupied orbital energy = -8.6 eV

A 9-piece molecular cluster, C5H26NO10 overall in a non-equilibrium geometry. Source: the Open Molecules 2025 dataset; level of theory: ωB97M-V with the def2-TZVPD basis set.

Last columns: bonded neighbours and bond lengths (Å).
Geometry (Å):
1 C -1.77865 -2.02215 -0.92916  N2 1.444, H9 1.097, H10 1.091, H11 1.093
2 N -1.79565 -0.96350 -1.91074  C1 1.444, C3 1.490, H12 1.005
3 C -1.28865 0.41253 -1.64466  N2 1.490, C4 1.499, C7 1.536, H13 1.101
4 C -0.26901 0.45126 -0.54664  C3 1.499, C5 1.358, H14 1.053
5 C -0.24200 1.53054 0.27731  C4 1.358, O6 1.317, H16 1.098
6 O 0.71783 1.70842 1.16204  C5 1.317
7 C -0.74967 0.91377 -2.99227  C3 1.536, O8 1.424, H17 1.104, H18 1.099
8 O -0.85438 2.33264 -3.04554  C7 1.424, H15 0.964
9 H -1.47398 -2.96795 -1.39408  C1 1.097
10 H -2.71863 -2.08613 -0.37985  C1 1.091
11 H -0.95694 -1.90886 -0.21666  C1 1.093
12 H -1.57408 -1.30141 -2.83119  N2 1.005
13 H -2.14706 1.06570 -1.42195  C3 1.101
14 H 0.27661 -0.41496 -0.30112  C4 1.053
15 H -0.02333 2.66169 -2.68496  O8 0.964
16 H -1.03996 2.28182 0.33872  C5 1.098
17 H -1.38730 0.59663 -3.83587  C7 1.104
18 H 0.25213 0.52215 -3.21896  C7 1.099
19 H -1.88918 -2.41673 3.67323  O21 0.959
20 H -0.68992 -1.53754 3.27098  O21 0.970
21 O -0.93127 -2.40832 3.62231  H19 0.959, H20 0.970
22 H 1.06978 3.30748 2.08153  O24 0.979
23 H 0.46414 4.07273 3.24890  O24 0.962
24 O 1.30476 3.72679 2.93457  H22 0.979, H23 0.962
25 H -3.67628 0.95384 -1.32386  O27 0.963
26 H -4.47757 1.50124 -0.20195  O27 0.963
27 O -4.23008 1.71176 -1.10854  H25 0.963, H26 0.963
28 H 3.56599 0.75172 0.87413  O30 0.961
29 H 2.05015 0.75035 1.18372  O30 1.000
30 O 2.89832 0.24639 1.34480  H28 0.961, H29 1.000
31 H -0.41495 1.14181 2.67460  O33 0.964
32 H 0.44945 -0.04323 2.46077  O33 0.963
33 O -0.30397 0.23781 2.99027  H31 0.964, H32 0.963
34 H 1.93983 -3.38280 -1.38127  O36 0.965
35 H 2.57296 -3.12025 -0.05406  O36 0.987
36 O 2.73779 -2.98144 -1.01684  H34 0.965, H35 0.987
37 H 2.13049 0.95219 -1.31547  O39 0.971
38 H 2.63278 -0.38246 -1.59780  O39 0.971
39 O 2.58682 0.48443 -2.03332  H37 0.971, H38 0.971
40 H 2.78990 -1.49951 1.38809  O42 0.968
41 H 1.95115 -2.46256 2.31610  O42 0.961
42 O 2.52164 -2.41590 1.54471  H40 0.968, H41 0.961

Results
orbital gap = 7.416 eV
spin multiplicity = 1
energy relative to the best compared isomer or geometry (same formula, charge and spin) = 74.3 kcal/mol
F_max = 2.9 eV Å⁻¹
DFT total energy = -1013.29375 Ha
highest occupied orbital energy = -4.5 eV
total charge = -1

A 2-piece molecular cluster, C4H13N2O overall in a non-equilibrium geometry. Source: the Open Molecules 2025 dataset; level of theory: ωB97M-V with the def2-TZVPD basis set.

Last columns: bonded neighbours and bond lengths (Å).
Geometry (Å):
1 C 1.10770 -0.59735 2.62225  C2 1.544, H7 1.091, H8 1.076, H9 1.046
2 C 0.39905 0.52931 1.83973  C1 1.544, C3 1.532, H10 1.164, H11 1.028
3 C -0.54234 0.10618 0.70820  C2 1.532, N6 1.529, H12 1.153, H13 1.152
4 N -1.92528 -0.60370 -1.64484  C5 1.393, H14 0.983, H15 0.972
5 C -0.56213 -0.88015 -1.56579  N4 1.393, N6 1.285, H16 1.122
6 N 0.03327 -0.72600 -0.43798  C3 1.529, C5 1.285, H17 1.113
7 H 1.58526 0.04864 3.36024  C1 1.091
8 H 0.41972 -1.27616 3.09586  C1 1.076
9 H 1.80571 -0.94385 1.92466  C1 1.046
10 H 1.26465 1.23325 1.50638  C2 1.164
11 H -0.07819 1.16257 2.49341  C2 1.028
12 H -0.81518 1.04260 0.09380  C3 1.153
13 H -1.50303 -0.32641 1.17420  C3 1.152
14 H -2.26520 -0.59919 -2.56714  N4 0.983
15 H -2.45178 -0.05441 -1.03918  N4 0.972
16 H -0.21114 -1.14734 -2.59728  C5 1.122
17 H 1.02068 -1.07800 -0.06332  N6 1.113
18 H 1.99680 1.83917 -1.15385  O20 0.920
19 H 0.79786 2.15093 -2.22101  O20 1.100
20 O 1.15803 1.53852 -1.38168  H18 0.920, H19 1.100

Results
orbital gap (alpha / beta) = 4.443 / 9.163 eV
spin multiplicity = 2
energy relative to the best compared isomer or geometry (same formula, charge and spin) = 57.0 kcal/mol
F_max = 9.8 eV Å⁻¹
DFT total energy = -344.79017 Ha
highest occupied orbital energy (alpha / beta) = -3.7 / -8.5 eV

Q: Number 2 is which compound?
A: C5H26NO10